[1]
{"formula": "C10H36N18O12Zn2", "method": "wB97M-V/def2-TZVPD", "species": ["Zn", "Zn", "C", "O", "O", "O", "C", "O", "N", "N", "H", "H", "H", "H", "C", "O", "N", "N", "H", "H", "H", "H", "C", "O", "N", "N", "H", "H", "H", "H", "C", "O", "N", "N", "H", "H", "H", "H", "C", "O", "N", "N", "H", "H", "H", "H", "C", "O", "N", "N", "H", "H", "H", "H", "C", "O", "N", "N", "H", "H", "H", "H", "C", "O", "N", "N", "H", "H", "H", "H", "C", "O", "N", "N", "H", "H", "H", "H"], "xyz": [[3.806315, 2.891456, 0.367066], [-3.588255, -1.045904, -2.521124], [0.524015, 0.538736, -0.141954], [0.828645, 1.523796, -0.829714], [-0.452495, -0.212484, -0.340104], [1.327915, 0.426296, 0.835326], [-2.613155, 4.024626, -5.167054], [-2.750105, 2.868126, -4.797634], [-3.117915, 4.632686, -6.203544], [-2.013885, 4.856126, -4.395264], [-2.840905, 5.603096, -6.244494], [-3.690635, 4.238616, -6.936204], [-1.963005, 5.833386, -4.645214], [-1.459425, 4.387496, -3.693084], [6.750875, 0.714976, -3.992564], [6.149915, 1.114896, -3.038494], [6.562655, 1.113976, -5.205294], [7.746185, -0.147794, -3.969844], [5.925895, 1.880926, -5.367824], [7.248295, 0.836126, -5.892894], [7.968615, -0.673824, -3.136824], [8.380535, -0.239664, -4.750394], [-2.841315, -0.489594, 5.875216], [-3.677975, -0.948654, 5.136476], [-2.993625, -0.432524, 7.131706], [-1.714535, -0.074114, 5.525776], [-2.359955, 0.029416, 7.768226], [-3.811875, -0.911884, 7.479256], [-1.452325, -0.235364, 4.563826], [-1.093235, 0.439596, 6.134206], [6.165285, 1.173526, 4.797916], [6.189225, 1.738786, 3.694536], [5.467425, 0.129446, 5.020566], [7.066235, 1.507246, 5.706956], [5.676825, -0.429524, 5.835296], [4.622785, -0.051194, 4.497066], [6.946275, 1.280676, 6.683886], [7.763955, 2.159216, 5.378006], [-4.669735, -5.768784, 0.194996], [-4.657235, -4.821404, -0.499424], [-4.542135, -6.991404, -0.228914], [-4.666345, -5.596414, 1.471416], [-4.242585, -7.252894, -1.157344], [-4.805435, -7.714974, 0.424706], [-4.605995, -6.421354, 2.051006], [-4.663685, -4.736754, 2.001576], [0.384305, 6.524296, 2.794156], [1.347395, 5.788486, 2.541606], [-0.843515, 6.176546, 2.493516], [0.571545, 7.748526, 3.136436], [-1.473745, 6.909736, 2.785646], [-1.001535, 5.239456, 2.151446], [1.507965, 8.061356, 3.349406], [-0.204485, 8.371366, 2.963406], [0.560775, -2.749664, -5.465694], [-0.615965, -2.735794, -5.059814], [1.233125, -3.848274, -5.609294], [1.261505, -1.682184, -5.588324], [1.970695, -3.857554, -6.299234], [0.773155, -4.717954, -5.380854], [0.941975, -0.728764, -5.493544], [2.232895, -1.789574, -5.843204], [3.484055, -4.792014, 0.378116], [3.779895, -5.961374, 0.097176], [4.245635, -3.778754, 0.554246], [2.215465, -4.334964, 0.512686], [4.053755, -2.932994, 1.071906], [5.214635, -3.743084, 0.271676], [1.445305, -4.984744, 0.443916], [2.074795, -3.338614, 0.425586], [-7.889525, 0.236926, 0.287226], [-6.832925, 0.449426, -0.115424], [-8.926315, 0.171956, -0.541484], [-8.170965, -0.039734, 1.522336], [-9.853705, 0.109166, -0.146374], [-8.820035, -0.085664, -1.512284], [-7.372205, -0.430974, 2.000886], [-9.124065, -0.001274, 1.854326]], "atomic_forces_ev_per_a": [[-0.14, -0.06, 0.02], [0.20, 0.01, 0.10], [-0.64, -1.36, 1.37], [0.48, 0.91, -0.67], [0.89, 0.66, 0.01], [-0.64, -0.20, -0.69], [-1.69, -2.68, 0.33], [-0.18, -1.68, -0.64], [-1.23, 1.36, -3.10], [2.86, 2.63, 3.12], [-0.57, -0.28, -0.88], [0.24, -0.07, 0.41], [0.55, -0.27, 0.69], [0.02, 0.86, 0.14], [0.81, -0.11, 1.16], [-1.75, 0.51, 2.32], [-1.29, 1.91, -4.27], [2.68, -2.77, 1.09], [0.36, -0.15, -0.17], [-0.65, 0.46, -0.24], [-0.04, 0.38, -0.15], [-0.21, -0.18, 0.37], [-3.31, -1.65, -1.18], [-1.46, -1.05, -1.79], [-2.18, -0.10, 6.66], [7.08, 2.63, -3.84], [-0.30, -0.37, -0.10], [0.15, 0.45, 0.32], [0.09, 0.41, 0.24], [-0.09, -0.33, -0.33], [2.50, 2.63, -3.13], [-0.79, 0.51, -0.29], [-3.23, -3.90, 1.55], [1.20, 0.63, 1.56], [-0.39, -0.01, -0.20], [0.41, -0.02, 0.09], [0.32, 0.21, -0.24], [-0.16, -0.02, 0.50], [0.85, 0.25, 0.23], [-0.05, 4.62, -4.49], [-0.15, -4.05, -0.61], [-0.35, -1.09, 5.80], [-0.39, 0.38, 0.23], [0.28, -0.25, -0.52], [0.07, 0.27, 0.15], [-0.20, 0.06, -0.89], [3.04, -3.24, -2.51], [0.38, -0.89, 0.56], [-1.85, 0.18, 0.25], [-0.10, 3.86, 1.54], [-1.17, -1.20, -0.43], [-0.51, 0.52, 0.25], [-0.40, 0.12, -0.18], [0.69, 0.54, 0.42], [-3.92, 0.16, 2.24], [-0.33, -0.04, -0.06], [1.60, -3.57, -0.94], [2.97, 4.06, -1.09], [-0.02, -0.40, 0.25], [0.06, 0.15, -0.30], [-0.42, -0.53, -0.07], [-0.13, 0.28, 0.16], [-2.56, -3.99, -0.94], [-0.08, 1.62, 0.33], [5.86, 4.46, 0.49], [-2.12, -0.46, 0.25], [-0.76, -0.53, -0.08], [-0.11, -0.85, 0.01], [0.17, 0.29, -0.02], [-0.41, -0.53, -0.04], [-4.54, -0.92, -0.91], [7.79, 1.03, -2.37], [-3.07, 0.14, -1.57], [-0.24, -0.48, 3.68], [0.12, -0.27, -0.42], [0.14, 0.49, 0.31], [-0.58, 0.39, 0.81], [0.55, -0.48, 0.37]], "e_above_lowest_kj_mol": 2516.3, "charge": 2}

***

[2]
{"formula": "C2H18B3O5PtS", "method": "wB97M-V/def2-TZVPD", "species": ["Pt", "B", "H", "H", "H", "H", "B", "H", "H", "H", "H", "B", "H", "H", "H", "H", "S", "O", "O", "O", "O", "C", "C", "O", "H", "H", "H", "H", "H", "H"], "xyz": [[0.395339, 0.323211, 0.465470], [1.096178, -0.960179, -1.658050], [2.165709, -1.272767, -1.956131], [1.023557, 0.156959, -1.442205], [0.418616, -1.236926, -2.562607], [0.715047, -1.541765, -0.737974], [-0.774377, 2.260211, 1.041823], [-1.016056, 3.330434, 1.407368], [-1.716915, 1.595662, 1.042545], [-0.278603, 2.329840, -0.006948], [0.037207, 1.835068, 1.722492], [2.549236, 0.866649, 0.745740], [1.897598, 1.548268, 0.115622], [3.563717, 1.356433, 1.004745], [2.032604, 0.606897, 1.722616], [2.748181, -0.162822, 0.290074], [1.247281, -2.584813, 2.183780], [2.649900, -2.433222, 1.743408], [0.569743, -1.275233, 1.840719], [0.674456, -3.694546, 1.419661], [1.147416, -2.845518, 3.631825], [-2.086306, 0.792825, -2.103148], [-2.698484, 0.013314, -0.962063], [-1.691630, -0.620962, -0.200197], [-2.800410, 1.540137, -2.470587], [-1.962085, 0.162892, -2.989921], [-1.108166, 1.206123, -1.875277], [-3.429677, -0.689943, -1.383283], [-3.253821, 0.719219, -0.331039], [-2.115267, -1.325456, 0.301550]], "atomic_forces_ev_per_a": [[-0.69, -0.52, -0.17], [-0.16, -0.91, -0.47], [1.67, -0.22, -0.04], [0.06, 2.34, -0.48], [-1.44, -0.19, -1.29], [-0.32, -1.29, 1.12], [-1.18, 0.39, -0.34], [-0.21, 1.59, 0.59], [-1.58, -0.56, 0.06], [0.40, 0.31, -1.91], [1.39, -0.91, 1.92], [1.89, -0.81, 0.22], [-0.57, 1.97, -1.70], [1.28, 1.19, 0.41], [-0.40, -0.05, 2.43], [0.90, -1.10, -0.98], [2.81, -0.51, -1.33], [0.10, -0.05, 0.75], [-1.59, -0.21, 1.08], [-1.45, -0.59, -0.19], [-0.53, 0.43, 0.42], [-0.29, -0.36, -1.20], [-0.09, 0.79, 0.05], [-1.09, -0.54, -0.46], [0.12, 0.37, 0.43], [0.36, -0.29, 0.24], [-0.15, 0.18, 0.21], [0.12, -0.30, 0.18], [0.02, -0.07, 0.13], [0.59, -0.10, 0.31]], "s_squared": 2.005, "multiplicity": 3, "e_above_lowest_kj_mol": 74.9, "charge": -3}

***

[3]
{"formula": "C2H6INO", "method": "wB97M-V/def2-TZVPD", "species": ["C", "C", "O", "N", "I", "H", "H", "H", "H", "H", "H"], "xyz": [[-1.357480, -0.063015, 0.205004], [-0.009391, 0.238024, -0.372863], [0.509851, 1.400684, 0.153431], [1.159623, -1.028252, -0.388515], [3.041914, -0.254238, -0.387439], [-1.802577, -0.909655, -0.436666], [-2.060326, 0.751385, -0.039687], [-1.439838, -0.375623, 1.214066], [0.037037, 0.477467, -1.456688], [0.737230, 1.455838, 1.136202], [1.183954, -1.692617, 0.373155]], "atomic_forces_ev_per_a": [[-1.48, -1.99, -3.22], [2.80, -0.80, 0.08], [1.06, 1.17, 1.88], [-1.99, 1.89, -0.44], [0.09, 0.01, -0.06], [0.63, 0.85, 1.05], [0.59, 0.02, 0.44], [0.34, -0.01, 1.06], [-0.64, -0.59, 0.64], [-0.78, -0.79, -1.92], [-0.62, 0.23, 0.49]], "e_above_lowest_kj_mol": 38.4, "smiles": "C[C@@H](O)NI"}

***

[4]
{"formula": "C4H7N", "method": "wB97M-V/def2-TZVPD", "species": ["C", "C", "C", "C", "N", "H", "H", "H", "H", "H", "H", "H"], "xyz": [[-0.016553, 0.149013, -0.324516], [-0.466854, -0.720143, 0.877537], [0.907765, -0.172775, 1.388289], [-0.451405, 0.535706, -1.711020], [1.095893, 0.591990, 0.153216], [-1.341399, -0.322531, 1.406212], [-0.507130, -1.780770, 0.839679], [0.959800, 0.589033, 2.250750], [1.602718, -1.023334, 1.562338], [-0.472931, 1.573454, -1.860237], [-1.477589, 0.392288, -2.002626], [0.167686, 0.188069, -2.579620]], "atomic_forces_ev_per_a": [[0.71, -0.05, -0.58], [0.45, 2.27, 0.07], [0.21, 0.57, 1.80], [-0.35, -0.86, -1.14], [-0.50, -0.75, -0.38], [0.13, -0.13, -0.16], [-0.18, -0.88, -0.52], [-0.36, -1.56, -0.86], [-0.01, 0.85, -0.15], [0.77, 1.89, 0.43], [-0.62, -1.13, 0.32], [-0.25, -0.22, 1.16]], "e_above_lowest_kj_mol": 163.2}

***

Maximum force list, top to bottom, in eV/A: 8.48 3.15 4.06 2.32